Density functional theory data (ωB97M-V with the def2-TZVPD basis set) for a cluster of 6 separate species, C32H37F40NO9S in total in a non-equilibrium geometry.

Positions of all 120 atoms, in Å:
C1 10.493 -0.844 3.468
O1 10.346 0.486 2.808
C2 9.163 1.161 3.367
O2 8.487 1.902 2.290
S1 7.370 0.923 1.444
O3 8.036 -0.446 1.033
O4 6.115 0.537 2.548
C3 5.350 1.777 2.908
C4 3.729 1.539 2.981
C5 3.195 0.793 4.339
C6 4.010 -0.568 4.754
C7 4.073 -1.723 3.592
N1 3.031 -1.598 2.503
H1 10.917 -0.621 4.551
H2 11.235 -1.515 2.825
H3 9.483 -1.438 3.550
H4 8.381 0.424 3.841
H5 9.541 1.850 4.260
H6 5.535 2.514 1.987
H7 5.816 2.317 3.840
H8 3.413 0.982 1.991
H9 3.235 2.626 2.979
H10 2.026 0.556 4.293
H11 3.318 1.558 5.243
H12 5.093 -0.343 5.204
H13 3.408 -1.048 5.666
H14 5.186 -1.828 3.182
H15 3.855 -2.761 4.139
H16 2.066 -1.486 2.885
H17 3.114 -2.405 1.844
C8 -0.227 5.442 2.826
C9 0.669 4.314 3.359
C10 -0.057 3.247 4.171
F1 -0.640 3.754 5.282
F2 0.815 2.296 4.601
F3 1.699 4.857 4.062
F4 1.243 3.706 2.274
O5 -0.244 6.648 3.591
C11 -1.152 6.663 4.689
C12 -0.446 6.786 6.045
F5 0.415 5.757 6.255
F6 -1.338 6.759 7.070
F7 -1.963 5.580 4.614
F8 -1.955 7.743 4.492
H18 0.197 5.743 1.859
H19 -1.239 5.096 2.581
H20 -0.824 2.746 3.574
H21 0.122 7.718 6.106
C13 -4.768 -1.260 4.782
C14 -5.454 0.113 4.847
C15 -5.615 0.814 3.503
F9 -4.426 1.072 2.912
F10 -6.229 2.018 3.661
F11 -4.797 0.899 5.741
F12 -6.703 -0.084 5.377
O6 -3.373 -1.281 5.090
C16 -2.503 -0.973 4.005
C17 -1.692 0.309 4.237
F13 -2.501 1.386 4.416
F14 -0.903 0.593 3.167
F15 -3.216 -0.943 2.853
F16 -1.659 -2.034 3.893
H22 -5.226 -1.872 5.569
H23 -4.993 -1.799 3.853
H24 -6.225 0.221 2.815
H25 -1.056 0.214 5.120
C18 -2.356 -5.340 -0.995
C19 -1.460 -6.468 -0.461
C20 -2.187 -7.534 0.351
F17 -2.769 -7.028 1.462
F18 -1.314 -8.485 0.781
F19 -0.431 -5.924 0.242
F20 -0.886 -7.076 -1.547
O7 -2.373 -4.133 -0.229
C21 -3.281 -4.118 0.868
C22 -2.575 -3.995 2.225
F21 -1.714 -5.025 2.435
F22 -3.468 -4.023 3.249
F23 -4.093 -5.202 0.794
F24 -4.085 -3.038 0.671
H26 -1.932 -5.039 -1.961
H27 -3.368 -5.686 -1.239
H28 -2.953 -8.035 -0.247
H29 -2.007 -3.064 2.286
C23 -4.437 -2.138 -6.032
C24 -4.827 -3.462 -5.358
C25 -4.476 -3.555 -3.877
F25 -3.146 -3.456 -3.656
F26 -4.856 -4.759 -3.370
F27 -4.290 -4.496 -6.060
F28 -6.185 -3.596 -5.483
O8 -3.210 -2.142 -6.764
C26 -2.037 -1.908 -5.990
C27 -1.079 -3.106 -5.984
F29 -1.673 -4.218 -5.478
F30 0.010 -2.863 -5.206
F31 -2.393 -1.512 -4.744
F32 -1.424 -0.835 -6.560
H30 -5.203 -1.942 -6.793
H31 -4.507 -1.282 -5.350
H32 -4.985 -2.779 -3.299
H33 -0.736 -3.338 -6.995
C28 1.434 2.815 -9.485
C29 0.577 3.149 -10.715
C30 -0.169 4.477 -10.636
F33 -1.047 4.513 -9.608
F34 -0.899 4.684 -11.765
F35 -0.274 2.117 -10.961
F36 1.420 3.198 -11.794
O9 0.843 1.934 -8.527
C31 -0.006 2.556 -7.567
C32 -1.463 2.087 -7.669
F37 -1.988 2.351 -8.894
F38 -2.251 2.728 -6.766
F39 0.122 3.902 -7.660
F40 0.499 2.218 -6.350
H34 2.306 2.262 -9.857
H35 1.860 3.709 -9.014
H36 0.524 5.316 -10.532
H37 -1.541 1.012 -7.494

Output
**HOMO energy**: -8.808 eV
**Kohn-Sham gap**: 0.3306 hartree
**Calculated total energy**: -173229.2071 eV
**Net charge**: 0
**F_max**: 6.1 eV/A

Atomic partial charges in e from the Löwdin method, atoms 1 to 2: atom 1 (C): -0.106, atom 2 (O): -0.219

=====

Density functional theory data (ωB97M-V with the def2-TZVPD basis set) for a cluster of 2 separate species, C5H13N2 in total in a non-equilibrium geometry.

Positions of all 20 atoms, in Å:
C1 3.182 0.711 0.458
C2 1.906 0.571 1.340
C3 1.043 1.575 1.671
H1 2.865 0.068 -0.377
H2 3.297 1.734 0.093
H3 3.955 0.232 1.025
H4 1.782 -0.427 1.768
H5 0.271 1.405 2.428
H6 1.039 2.573 1.253
C4 -1.845 -1.244 -0.626
C5 -1.414 -0.041 -1.062
N1 0.060 0.147 -1.023
N2 -3.142 -1.730 -0.634
H7 -1.180 -2.032 -0.341
H8 -1.936 0.911 -1.317
H9 0.493 0.800 -0.232
H10 0.526 -0.751 -0.977
H11 0.387 0.593 -1.868
H12 -3.874 -1.024 -0.625
H13 -3.282 -2.436 0.084

Output
**HOMO energy (spin up / spin down)**: -2.933 / -9.084 eV
**Relative energy (zero: lowest compared OMol25 entry of this formula, charge and spin)**: 3.626 eV
**Kohn-Sham gap (spin up / spin down)**: 0.1353 / 0.3571 hartree
**Calculated total energy**: -8370.6559 eV
**Net charge**: 0
**F_max**: 3.5 eV/A
**Spin multiplicity**: 2

Atomic partial charges in e from the natural (NBO) method, atoms 1 to 2: atom 1 (C): -0.698, atom 2 (C): -0.174